#1
Here is a structure of composition C15H22CdI2N8O2S from the Open Molecules 2025 dataset. Energies are from wB97M-V/def2-TZVPD.

Positions of all 51 atoms, in Å:
Cd (1.496, -0.283, 0.793)
C (0.647, 2.437, 2.065)
C (1.821, 1.987, 2.990)
N (2.288, 0.597, 2.778)
C (2.131, -0.322, 3.905)
C (1.357, -1.573, 3.575)
N (0.425, -1.567, 2.409)
C (-0.947, -0.956, 2.516)
C (-0.968, 0.553, 2.632)
N (-0.201, 1.307, 1.602)
H (0.055, 3.202, 2.624)
H (1.096, 2.910, 1.177)
H (2.682, 2.629, 2.793)
H (1.492, 2.102, 4.038)
H (3.282, 0.614, 2.527)
H (3.107, -0.723, 4.245)
H (1.637, 0.178, 4.763)
H (2.118, -2.347, 3.424)
H (0.865, -1.901, 4.481)
H (0.310, -2.532, 2.093)
H (-1.434, -1.147, 1.542)
H (-1.521, -1.389, 3.345)
H (-2.033, 0.706, 2.505)
H (-0.681, 0.841, 3.646)
H (-0.799, 1.599, 0.817)
I (2.831, -2.985, -0.076)
C (4.885, -2.081, -0.370)
I (5.355, 0.021, -0.061)
H (5.146, -2.304, -1.396)
H (5.448, -2.659, 0.387)
O (1.920, 1.043, -0.863)
N (0.895, 0.802, -1.626)
C (0.989, 1.435, -2.826)
C (2.104, 2.338, -3.004)
N (3.015, 3.106, -2.918)
C (-0.056, 1.406, -3.743)
N (-0.965, 1.626, -4.464)
O (-0.656, -2.144, -2.230)
N (-0.068, -1.164, -2.400)
S (-2.930, 1.505, -1.630)
C (-3.537, 0.511, -2.817)
N (-3.384, 0.552, -4.193)
C (-3.896, -0.372, -5.056)
C (-4.672, -1.426, -4.568)
C (-4.868, -1.532, -3.188)
C (-4.334, -0.576, -2.352)
H (-2.620, 1.190, -4.506)
H (-3.661, -0.232, -6.099)
H (-5.075, -2.165, -5.257)
H (-5.472, -2.312, -2.740)
H (-4.620, -0.504, -1.288)

Calculated values
* charge: +2
* spin multiplicity: 1
* LUMO (spin up / spin down): -9.27 / -9.68 eV

=====

#2
Here is a structure of composition C15H22CdI2N8O2S from the Open Molecules 2025 dataset. Energies are from wB97M-V/def2-TZVPD.

Positions of all 51 atoms, in Å:
Cd (-0.194, -0.783, -0.707)
C (0.388, -0.072, -3.640)
C (0.186, 1.343, -3.028)
N (-0.459, 1.407, -1.658)
C (-1.862, 1.869, -1.748)
C (-2.958, 0.892, -1.283)
N (-2.569, -0.560, -1.258)
C (-2.830, -1.369, -2.470)
C (-1.766, -1.262, -3.586)
N (-0.357, -1.210, -3.113)
H (1.493, -0.228, -3.607)
H (0.117, 0.050, -4.711)
H (-0.525, 1.817, -3.707)
H (1.103, 1.935, -3.031)
H (0.140, 2.074, -1.148)
H (-2.120, 2.175, -2.792)
H (-2.005, 2.761, -1.068)
H (-3.855, 1.075, -1.895)
H (-3.244, 1.108, -0.236)
H (-3.105, -0.986, -0.512)
H (-3.840, -1.194, -2.835)
H (-2.908, -2.418, -2.150)
H (-1.935, -0.367, -4.167)
H (-1.904, -2.162, -4.227)
H (0.116, -2.076, -3.347)
I (2.432, -2.219, -1.152)
C (0.790, -3.806, -0.924)
I (-0.986, -3.507, 0.365)
H (1.285, -4.651, -0.446)
H (0.410, -3.954, -1.960)
O (1.758, 1.448, -0.320)
N (2.841, 1.646, 0.360)
C (3.970, 1.609, -0.353)
C (3.990, 1.597, -1.776)
N (3.845, 1.685, -2.947)
C (5.139, 1.881, 0.419)
N (6.010, 2.204, 1.131)
O (-0.668, 0.101, 2.124)
N (-1.439, 0.996, 2.345)
S (-0.696, 2.430, 3.654)
C (-0.089, 1.060, 4.643)
N (1.234, 1.060, 4.982)
C (1.824, 0.086, 5.726)
C (1.117, -1.019, 6.148)
C (-0.319, -0.989, 5.960)
C (-0.914, 0.009, 5.212)
H (1.816, 1.849, 4.684)
H (2.867, 0.231, 5.992)
H (1.645, -1.852, 6.607)
H (-0.992, -1.740, 6.411)
H (-1.976, 0.028, 5.037)

Calculated values
* charge: +2
* spin multiplicity: 1
* LUMO: -7.91 eV

=====

Q: Which of them is the least stable? A: #1.

=====

#1
Here is the molecule C3H5N3 from the Open Molecules 2025 dataset. Energies are from wB97M-V/def2-TZVPD.

Positions of all 11 atoms, in Å:
N (0.861, 0.297, -1.765)
C (0.190, 0.012, -0.408)
N (-0.667, 0.792, 0.143)
N (-1.096, 0.401, 1.418)
C (-0.704, -0.649, 2.080)
C (1.074, -0.852, -0.858)
H (0.267, 0.238, -2.591)
H (1.546, 1.050, -1.812)
H (-1.760, 1.103, 1.744)
H (-1.248, -0.582, 3.045)
H (1.536, -1.810, -0.997)

Calculated values
* charge: 0
* spin multiplicity: 1
* LUMO: 0.67 eV

=====

#2
Here is the molecule C3H5N3 from the Open Molecules 2025 dataset. Energies are from wB97M-V/def2-TZVPD.

Positions of all 11 atoms, in Å:
N (-1.973, -0.370, 0.306)
C (-0.610, -0.211, 0.060)
C (0.106, 1.015, 0.046)
C (1.425, 0.628, -0.014)
N (1.436, -0.723, -0.077)
N (0.191, -1.256, -0.065)
H (-2.548, 0.317, -0.159)
H (-2.293, -1.312, 0.121)
H (-0.284, 2.021, 0.022)
H (2.338, 1.187, 0.112)
H (2.211, -1.296, -0.353)

Calculated values
* charge: 0
* SMILES string: Nc1cc[nH]n1
* spin multiplicity: 1
* LUMO: 1.15 eV

=====

Q: Which of them is the least stable? A: #1.

=====

#1
Here is the molecule C3H5N3 from the Open Molecules 2025 dataset. Energies are from wB97M-V/def2-TZVPD.

Positions of all 11 atoms, in Å:
C (-1.640, -0.072, 0.117)
N (-0.221, -0.206, -0.147)
C (0.693, 0.762, 0.082)
C (1.897, 0.095, 0.046)
N (1.643, -1.200, -0.265)
N (0.357, -1.374, -0.381)
H (-2.214, -0.504, -0.699)
H (-1.859, -0.584, 1.057)
H (-1.888, 0.986, 0.244)
H (0.326, 1.682, -0.318)
H (2.908, 0.416, 0.263)

Calculated values
* charge: 0
* SMILES string: Cn1ccnn1
* spin multiplicity: 1
* LUMO: 0.85 eV

=====

#2
Here is the molecule C3H5N3 from the Open Molecules 2025 dataset. Energies are from wB97M-V/def2-TZVPD.

Positions of all 11 atoms, in Å:
N (0.902, -1.036, -1.383)
N (0.308, -0.308, -0.461)
C (0.463, -0.530, 0.872)
C (-0.359, 0.350, 1.490)
C (-0.964, 1.069, 0.522)
N (-0.633, 0.666, -0.692)
H (0.196, -1.142, -2.111)
H (1.947, -0.580, -1.672)
H (1.063, -1.366, 1.205)
H (-0.347, 0.598, 2.578)
H (-1.738, 1.897, 0.453)

Calculated values
* charge: 0
* SMILES string: Nn1cccn1
* spin multiplicity: 1
* LUMO: 1.02 eV

=====

#3
Here is the molecule C3H5N3 from the Open Molecules 2025 dataset. Energies are from wB97M-V/def2-TZVPD.

Positions of all 11 atoms, in Å:
C (1.048, -0.024, 0.503)
C (-0.978, 0.078, -0.596)
C (0.032, -0.823, -0.028)
N (-0.192, -2.081, 0.072)
N (2.000, 0.551, -0.174)
N (-1.663, 0.819, 0.222)
H (-1.126, -2.346, -0.235)
H (2.594, 1.227, 0.287)
H (2.225, 0.350, -1.148)
H (-2.426, 1.381, -0.135)
H (-1.514, 0.868, 1.232)

Calculated values
* charge: 0
* spin multiplicity: 1
* LUMO: 0.81 eV

=====

#4
Here is the molecule C3H5N3 from the Open Molecules 2025 dataset. Energies are from wB97M-V/def2-TZVPD.

Positions of all 11 atoms, in Å:
N (-1.795, 0.033, 0.090)
C (-0.424, -0.068, 0.024)
C (0.389, -1.167, 0.207)
C (1.751, -0.771, 0.206)
N (1.690, 0.586, 0.102)
N (0.353, 1.045, -0.176)
H (-2.263, -0.864, 0.088)
H (-2.229, 0.685, -0.546)
H (0.064, -2.199, 0.256)
H (2.372, 0.991, -0.525)
H (0.058, 1.913, 0.267)

Calculated values
* charge: 0
* spin multiplicity: 1
* LUMO: 0.73 eV

=====

Q: Which of them is the least stable? A: #3.

=====

#1
Here is a structure of composition C3H5N3 from the Open Molecules 2025 dataset. Energies are from wB97M-V/def2-TZVPD.

Positions of all 11 atoms, in Å:
C (-1.615, -0.180, -0.203)
N (-0.292, -0.770, -0.106)
C (0.831, -0.067, -0.243)
N (1.074, 1.359, 0.440)
C (2.141, -0.667, -0.010)
N (2.320, 0.261, 0.889)
H (-1.967, 0.180, 0.766)
H (-2.316, -0.925, -0.597)
H (-1.563, 0.660, -0.901)
H (-0.218, -1.716, 0.269)
H (1.605, 1.863, -0.304)

Calculated values
* charge: 0
* spin multiplicity: 1
* LUMO: -0.33 eV

=====

#2
Here is the molecule C3H5N3 from the Open Molecules 2025 dataset. Energies are from wB97M-V/def2-TZVPD.

Positions of all 11 atoms, in Å:
N (-1.868, -0.255, -0.176)
C (-0.487, 0.027, -0.054)
C (0.105, 1.302, 0.105)
N (1.429, 1.230, 0.144)
N (1.697, -0.069, -0.006)
C (0.584, -0.837, -0.120)
H (-2.348, -0.178, 0.714)
H (-2.009, -1.196, -0.520)
H (-0.394, 2.258, 0.182)
H (2.657, -0.374, -0.018)
H (0.634, -1.909, -0.250)

Calculated values
* charge: 0
* SMILES string: Nc1cn[nH]c1
* spin multiplicity: 1
* LUMO: 1.01 eV

=====

Q: Which of them is the least stable? A: #1.